# 1
18
Properties=species:S:1:pos:R:3:forces:R:3 method="wB97M-V/def2-TZVPD" homo_energy_ev="-8.0 / -7.3" homo_lumo_gap_ev="8.309 / 7.450" e_tot_ev=-11948.6698 max_force_ev_per_a=5.26
C -1.5848 -1.7583 -1.6444 -0.146 -0.002 0.038
C 0.7803 0.1950 -4.6776 -0.917 0.925 0.041
C -0.7225 1.0380 0.8659 1.355 1.816 -1.378
C 0.6268 -1.1546 1.5325 0.891 1.536 -2.478
C 0.4360 -0.1627 -0.8588 -3.831 -2.224 -2.836
C 0.4444 0.1101 0.6101 1.832 0.141 -0.534
N -0.9630 -0.7543 -1.4439 4.503 1.367 2.226
O 0.0398 -0.6013 -5.0380 -0.398 -1.556 -0.483
O 1.3701 1.1162 -4.3241 1.291 0.602 0.464
H -2.6549 -1.7773 -1.7885 -0.411 -0.164 -0.254
H -1.5889 0.5996 0.4588 -1.265 -0.755 -0.014
H -0.5971 1.9676 0.1713 -0.095 -1.230 1.720
H -0.8127 1.2376 1.9049 -0.321 0.685 0.861
H -0.2644 -1.6647 1.7529 -1.019 -0.903 0.130
H 1.1742 -0.9100 2.3897 0.198 0.822 1.769
H 1.3973 -1.7102 1.0112 -0.427 -0.918 -0.339
H 0.7303 0.5133 -1.6736 0.205 0.061 0.913
H 1.4670 0.6300 0.6865 -1.443 -0.202 0.156

---

# 2
18
Properties=species:S:1:pos:R:3:forces:R:3 method="wB97M-V/def2-TZVPD" homo_energy_ev=-8.7 homo_lumo_gap_ev=9.664 e_tot_ev=-11947.4690 max_force_ev_per_a=6.92 smiles="C1=C[C@H]2CNC[C@H](O1)O2"
C 2.2256 -0.2771 -0.3391 -2.809 1.837 3.650
C 1.5868 0.9460 0.0026 4.263 0.597 -5.421
C 0.2229 1.1099 0.5939 -0.010 0.819 0.151
C -1.1534 1.0551 -0.3551 2.674 -0.711 -0.093
N -1.8562 -0.2090 -0.2081 -0.067 -1.764 -0.714
C -1.1713 -1.5951 -0.0130 2.898 2.191 -1.528
C 0.2359 -1.0390 0.3149 -0.559 0.737 -2.760
O 1.5674 -1.4108 0.1899 2.106 -1.747 -0.388
O 0.1568 -0.1113 1.3307 -1.299 0.973 1.095
H 3.2379 -0.4667 -0.6852 -0.371 0.208 -0.085
H 2.1390 1.8032 -0.6712 -1.601 -1.629 2.152
H 0.1561 2.0953 1.2325 0.241 -2.192 -0.749
H -1.6877 1.8136 0.1658 -1.172 0.539 -0.341
H -0.9637 1.2733 -1.4288 0.010 0.180 0.864
H -2.2688 -0.1366 0.6698 -1.337 0.231 1.515
H -1.0343 -2.2417 -0.8949 -0.763 0.414 0.219
H -1.6326 -2.0223 0.7847 -1.643 -1.608 2.019
H 0.2397 -0.5866 -0.6893 -0.562 0.926 0.413

---

# 3
20
Properties=species:S:1:pos:R:3:forces:R:3 method="wB97M-V/def2-TZVPD" homo_energy_ev=-8.3 homo_lumo_gap_ev=8.968 e_tot_ev=-33621.4580 max_force_ev_per_a=3.64 smiles="CNC(=O)c1cccs1.OS"
C -2.4388 -1.7470 1.0036 1.220 -0.830 1.781
N -0.9323 -1.7426 1.2233 -2.821 -1.827 -0.467
C -0.0884 -0.7524 1.1469 1.525 2.602 -0.685
O 0.9333 -0.7312 1.8220 0.304 -0.360 0.711
C -0.2597 0.3317 0.1544 0.356 0.241 -0.613
C -0.1709 0.1563 -1.2064 -1.220 1.702 0.204
C -0.1154 1.4003 -1.8784 0.265 -0.344 2.594
C -0.0630 2.4620 -1.0429 -0.125 1.229 -1.358
S -0.0429 2.0342 0.5719 -0.433 -1.334 0.556
H -2.8949 -2.1057 0.0810 0.896 -1.065 -0.019
H -2.8344 -2.2259 1.9489 0.070 0.346 -1.444
H -2.7971 -0.7651 0.9707 -0.180 1.852 0.499
H -0.5329 -2.3555 1.9130 -0.563 -0.753 0.176
H -0.3940 -0.6339 -1.8788 0.248 -1.479 0.418
H -0.1199 1.4474 -2.8900 -0.028 0.391 -2.915
H -0.1274 3.4918 -1.4167 0.266 -0.418 0.630
O 3.0520 0.5058 -0.9933 2.511 -1.783 -1.118
S 3.4430 1.0041 0.5697 0.253 0.040 -0.163
H 3.8520 -0.0701 -1.3874 -2.671 1.861 1.624
H 2.5319 0.2957 1.2885 0.128 -0.070 -0.411

---

# 4
19
Properties=species:S:1:pos:R:3:forces:R:3 method="wB97M-V/def2-TZVPD" homo_energy_ev="-7.9 / -7.9" homo_lumo_gap_ev="8.480 / 8.481" e_tot_ev=-13995.8962 max_force_ev_per_a=5.11
C 1.4012 1.3671 -0.8289 0.046 0.515 -0.423
C 1.1643 -0.4063 0.7512 -0.964 -0.221 0.501
C 1.9973 0.7561 0.4745 3.465 3.713 -0.322
C -0.3032 -0.1329 0.3712 2.274 0.306 -4.561
C -0.3957 -1.8967 -1.2829 -1.371 -0.125 -1.226
C -2.3189 0.7438 1.0435 -1.311 0.567 -0.327
N 0.2433 1.0552 -1.1799 -1.443 -1.979 2.247
O 1.5389 -1.4851 1.1153 0.076 -0.339 0.196
O -0.9853 -1.0942 -0.2948 -2.298 0.702 2.739
O -0.9187 0.6529 1.2155 0.250 -1.287 0.854
H 1.8383 2.0865 -1.5786 0.822 -0.494 1.324
H 3.1156 0.5821 0.4005 -1.285 -0.755 -0.403
H 2.1652 1.5883 1.2782 -1.386 -1.430 -0.900
H -0.2562 -1.1975 -2.1401 -0.379 -1.129 -0.038
H -1.0075 -2.9125 -1.4392 1.269 2.689 0.274
H 0.5339 -2.0650 -0.8766 2.376 -1.439 0.154
H -2.9244 -0.1020 1.6382 1.437 2.086 -1.263
H -2.4618 0.6383 -0.0887 -0.566 0.405 1.760
H -2.4266 1.8220 1.4217 -1.013 -1.786 -0.585

---

# 5
19
Properties=species:S:1:pos:R:3:forces:R:3 method="wB97M-V/def2-TZVPD" homo_energy_ev=-10.5 homo_lumo_gap_ev=11.294 e_tot_ev=-13998.3906 max_force_ev_per_a=5.01 smiles="COC(=O)[C@](C)(C#N)OC"
C 2.5432 -0.7044 -0.7778 -0.962 0.851 -0.059
O 1.2400 -0.8304 -0.2153 1.306 -2.450 1.140
C 0.5006 0.2230 -0.1611 1.125 2.336 -1.605
O 0.9335 1.3208 -0.5102 -1.693 -1.326 0.943
C -0.9000 -0.1828 0.3243 0.248 -0.136 0.436
C -0.6848 -0.4364 1.8618 -0.281 0.312 -1.778
C -1.3108 -1.4342 -0.3861 0.263 0.177 0.316
N -1.5114 -2.4538 -0.8732 -0.217 0.114 -0.048
O -1.7428 0.8838 0.1513 -1.567 0.137 0.201
C -2.1423 1.1289 -1.2003 -3.333 2.628 2.671
H 3.1970 -0.0353 -0.2882 -0.075 1.891 0.406
H 2.2988 -0.4885 -1.7807 0.831 0.490 -1.337
H 3.1434 -1.5366 -0.6560 0.104 -2.721 -0.020
H -0.3627 0.5885 2.0951 0.022 -0.621 1.056
H 0.0812 -1.2108 1.8894 0.149 0.333 0.546
H -1.5863 -0.7929 2.3695 0.135 0.433 -0.175
H -2.8271 2.0705 -1.2128 1.150 -1.482 0.514
H -2.7730 0.3923 -1.6056 -0.219 -1.474 -0.644
H -1.3207 1.4368 -1.6812 3.014 0.509 -2.564

---

# 6
21
Properties=species:S:1:pos:R:3:forces:R:3 method="wB97M-V/def2-TZVPD" homo_energy_ev="-8.0 / -8.0" homo_lumo_gap_ev="8.218 / 8.218" e_tot_ev=-26876.4194 max_force_ev_per_a=3.99
C -0.0605 -1.8216 2.4082 2.202 -1.600 -0.096
C -0.9997 1.8376 -0.5843 1.769 0.139 -1.429
C 1.4143 1.9393 -0.8669 -1.697 -0.716 -2.695
C -1.4212 0.6740 -1.4685 0.186 -2.076 -3.107
C -0.0669 -1.4698 0.0100 1.022 3.564 -1.484
C 0.1224 -2.5220 1.0828 -1.475 0.965 -1.531
N 0.8755 -0.4731 0.0638 -0.251 -1.301 -0.958
O 1.7713 -0.5039 0.8785 1.239 0.336 1.120
O -0.6093 -0.8403 2.7580 -1.189 1.063 -0.221
O 1.2228 0.4858 -1.1234 -0.241 -0.153 0.941
O 0.1295 2.5783 -1.1382 1.073 -1.255 0.960
S -1.5949 -1.0291 -0.7831 -0.410 -0.629 0.369
H 0.6057 -2.4018 3.0077 0.399 -0.389 2.147
H -1.7494 2.5300 -0.7583 -1.627 1.495 0.503
H -0.8323 1.6373 0.4585 -0.164 -0.382 0.472
H 1.8127 2.1905 0.1210 -0.041 -0.364 -0.142
H 2.0521 2.2857 -1.7968 -0.858 -0.860 2.262
H -2.4559 0.8303 -2.0046 1.813 -0.309 1.361
H -0.6939 0.4147 -2.3588 -1.352 1.405 1.809
H -0.6386 -3.3254 1.0672 0.141 0.399 -0.385
H 1.1164 -3.0167 1.0273 -0.537 0.668 0.105